A structure of composition C4H4BeO2, computed with wB97M-V/def2-TZVPD.

For the electronic energy, the calculation gives -319.9343 Eh. As for the spin multiplicity: 1. The calculation puts the LUMO energy at -0.023 hartree. The HOMO-LUMO gap is 7.430 eV. Its energy above the lowest of the compared OMol25 structures with the same formula, charge and spin is 0.551 eV.

The geometry in XYZ format:
```
11
Properties=species:S:1:pos:R:3:forces:R:3
C 0.00186 1.08220 0.76431 0.518 0.024 0.188
Be -1.38343 0.95267 -0.66930 1.604 -0.795 1.408
O -0.52030 2.21129 0.28963 -1.349 -1.402 -1.660
H 1.05801 -1.80886 -0.66653 -0.284 0.193 0.235
O -1.19228 -0.58606 -1.50334 -0.205 1.842 -0.455
C -0.85877 -0.71596 -0.25171 -0.499 0.099 0.445
H 1.14400 0.63779 -0.97531 -0.155 -0.091 0.279
C 0.54312 -1.21065 0.09734 0.267 0.115 0.330
H -0.24238 0.83329 1.81042 0.023 -0.062 -0.456
C 0.84361 0.26297 0.00763 0.100 -0.075 0.032
H 0.60655 -1.65869 1.09687 -0.020 0.152 -0.345
```
Forces are in eV/Å.

***

A cluster of 3 separate species, C5H16N2O in total, computed with wB97M-V/def2-TZVPD.

For the electronic energy, the calculation gives -384.6962 Eh. As for the spin multiplicity: 1. The calculation puts the LUMO energy (alpha / beta) at 0.009 / 0.009 hartree. The HOMO-LUMO gap (alpha / beta) is 8.158 / 8.156 eV. Its energy above the lowest of the compared OMol25 structures with the same formula, charge and spin is 4.404 eV.

The geometry in XYZ format:
```
24
Properties=species:S:1:pos:R:3:forces:R:3
H 0.79079 1.90048 -2.74860 0.019 -0.019 0.010
H 2.39353 1.60099 -0.83745 -0.028 -0.068 -0.025
H -1.57976 0.43253 3.26881 -0.009 -0.002 -0.072
O 0.55641 1.04662 -0.25349 -0.175 -0.268 -0.136
H -0.70222 -0.91967 -1.06782 0.024 -0.006 0.012
H 2.55563 -0.57421 0.10829 -0.018 0.021 -0.040
H 0.06749 0.33090 1.14249 -0.050 -0.056 0.062
H -1.73141 1.57908 1.91551 0.001 -0.032 0.014
H -2.76914 0.14101 1.98893 0.042 0.005 -0.005
H 1.75833 -1.23267 -1.15966 -0.001 0.034 0.004
H -1.23973 0.78666 -1.38692 0.046 0.025 -0.005
H -0.39704 -1.77482 2.76666 -0.021 0.020 -0.066
H 0.20900 -1.99303 1.11110 -0.017 0.009 0.019
C 1.64874 0.82410 -1.08027 -0.003 0.045 -0.021
C -0.61454 -1.59557 1.70531 -0.032 0.082 0.029
C -1.76132 0.52528 2.18997 0.051 -0.081 -0.012
N 2.34922 -0.45579 -0.87802 -0.121 0.126 -0.024
N -0.78361 -0.19451 1.40767 -0.028 0.085 -0.378
C -1.22201 -0.04618 -0.70550 0.312 0.122 0.366
H 0.66464 0.14261 -2.90642 0.009 -0.012 0.009
H 2.21995 0.93218 -3.17431 -0.031 -0.003 0.035
C 1.31122 0.95845 -2.57178 0.013 -0.043 0.163
H -1.52563 -2.15176 1.45248 0.023 0.027 0.005
H -2.19854 -0.26265 -0.28698 -0.007 -0.010 0.056
```
Forces are in eV/Å.

***

A cluster of 2 separate species, C4H10NO5P2 in total, computed with wB97M-V/def2-TZVPD.

For the electronic energy, the calculation gives -1272.1365 Eh. As for the charge: -1. As for the spin multiplicity: 1. The calculation puts the LUMO energy at 0.127 hartree. The HOMO-LUMO gap is 8.498 eV. Its energy above the lowest of the compared OMol25 structures with the same formula, charge and spin is 0.000 eV.

The geometry in XYZ format:
```
22
Properties=species:S:1:pos:R:3:forces:R:3
O 4.06279 -0.71703 0.78985 1.299 -0.800 0.329
C 2.41511 -1.28673 -0.68759 2.922 0.112 -0.060
P 0.52691 -3.10544 -1.12164 -0.872 0.326 0.171
H -1.14156 -0.16282 2.46186 0.657 -1.269 -0.570
C -0.42022 0.49464 1.97191 -1.731 1.518 2.639
H 0.94910 1.18247 -0.23580 0.749 0.225 -0.203
O 2.54831 0.89441 0.45032 -0.336 -1.306 -0.791
H -3.18374 1.14629 -2.14931 -0.643 0.093 -3.337
H -0.69304 -2.37121 -1.36738 0.308 -0.541 -0.244
P -0.81662 2.46682 0.11433 -2.865 -0.623 0.749
H -1.96370 0.36186 -0.97827 -2.183 0.712 -1.008
C 3.07862 -0.25815 0.24790 -1.680 2.130 0.073
O 0.15688 1.56215 -0.72278 0.310 -0.749 -0.330
N 1.27378 -1.69827 -0.47429 -2.286 -0.412 1.027
H 3.19276 -1.79157 -1.31392 -0.555 0.083 -0.094
O -1.33656 1.37921 1.36253 -0.073 2.247 -1.640
H 0.02488 0.95536 2.91602 0.345 -0.150 -1.521
C -2.83511 1.13057 -1.20223 2.932 -1.957 4.676
H -0.10688 -3.64242 0.09137 0.642 0.443 -0.548
H 0.22685 0.19596 1.20113 1.245 -1.475 -0.022
O -2.27145 2.35067 -0.81299 1.603 1.579 0.729
H -3.68711 0.91325 -0.54101 0.213 -0.187 -0.023
```
Forces are in eV/Å.

***

A cluster of 2 separate species, C10H10N2 in total, computed with wB97M-V/def2-TZVPD.

For the electronic energy, the calculation gives -496.3495 Eh. As for the structure (SMILES): c1ccncc1.c1ccncc1. As for the spin multiplicity: 1. The calculation puts the LUMO energy at 0.018 hartree. The HOMO-LUMO gap is 7.771 eV. Its energy above the lowest of the compared OMol25 structures with the same formula, charge and spin is 6.736 eV.

The geometry in XYZ format:
```
22
Properties=species:S:1:pos:R:3:forces:R:3
H -0.09359 0.98278 -3.39512 1.202 -1.114 0.550
C 0.33166 -1.42001 -0.42435 -0.589 -1.847 0.191
C 0.96416 0.79478 1.63104 -0.458 -3.259 4.263
N 0.44319 1.58908 0.80884 -3.928 2.095 -3.399
H -1.66326 -1.11332 2.84022 0.567 0.705 -0.164
H 0.28771 -2.28459 0.31268 0.110 1.362 -0.682
H 1.84779 0.96364 2.10416 3.479 1.182 -0.038
C -1.04397 -0.37935 2.28972 0.358 0.853 -1.207
C -0.53262 0.38664 -1.46874 -3.187 -0.609 -0.379
C -0.88393 1.36766 0.48168 0.550 2.816 4.181
C 0.23472 0.24248 -2.60990 -3.444 3.103 0.692
C 1.19413 -0.68877 -2.59721 4.275 -1.536 -0.185
C 1.27931 -1.48468 -1.45243 0.937 -1.165 0.174
H 2.03708 -0.57374 -3.37225 -1.462 -1.016 1.110
H -1.25468 2.14492 -0.26719 -0.009 -0.988 2.537
H 1.96117 -2.32060 -1.18963 0.229 0.954 -1.190
H -1.28530 1.31967 -1.48656 1.722 -3.392 -0.618
H -2.77929 0.37871 1.19572 1.548 -0.515 -0.806
C -1.64436 0.31482 1.17613 -0.383 2.988 2.294
N -0.64321 -0.55937 -0.38565 1.147 -0.042 -6.068
H 0.89282 -0.64037 3.24661 0.409 -0.214 0.403
C 0.34251 -0.14444 2.48224 -3.074 -0.359 -1.660
```
Forces are in eV/Å.

***

- Number 4 is which compound?
  C10H10N2

***

- The highest electronic energy belongs to which entry?
  C4H4BeO2

***

- Which of these has the lowest electronic energy?
  C4H10NO5P2